Run A
Entry from the OMol25 dataset: a cluster of 2 separate species, C4H7NO in total (ωB97M-V/def2-TZVPD).

Atoms and positions in Å:
C 2.647 0.469 -0.316
C 1.288 -0.130 -0.183
N 0.324 0.275 0.509
H 0.500 1.126 1.044
H 1.114 -1.035 -0.761
H 2.836 0.715 -1.360
H 3.398 -0.256 -0.007
H 2.745 1.369 0.289
C -2.587 -0.832 0.305
C -3.541 -0.051 -0.057
O -4.391 0.676 -0.389
H -1.575 -0.463 0.392
H -2.759 -1.864 0.535

Properties
Frontier orbital gap = 0.35580 Ha
E_LUMO = 0.93 eV
Charge = 0
SMILES = [H]/N=C\C.C=C=O

---

Run B
Entry from the OMol25 dataset: an isolated molecule of C4H7NO (ωB97M-V/def2-TZVPD).

Atoms and positions in Å:
C -1.681 -0.346 0.469
C -0.279 -0.428 -0.062
C 0.230 0.289 -1.247
N 0.537 0.803 0.092
C 1.811 0.491 0.634
O 2.637 -0.234 0.139
H -1.669 -0.514 1.551
H -2.324 -1.101 0.006
H -2.087 0.653 0.283
H 0.270 -1.341 0.167
H 1.024 -0.172 -1.832
H -0.438 0.932 -1.820
H 1.968 0.969 1.620

Properties
Frontier orbital gap = 0.40861 Ha
E_LUMO = 1.09 eV
Charge = 0
SMILES = C[C@H]1CN1C=O

---

Run C
Entry from the OMol25 dataset: an isolated molecule of C4H7NO (ωB97M-V/def2-TZVPD).

Atoms and positions in Å:
N -0.649 -0.608 -1.692
C -0.602 -1.006 -0.413
O -0.943 -2.148 -0.078
C -0.192 -0.219 0.761
C 0.011 1.308 0.714
C 1.198 0.409 0.798
H -0.392 0.313 -1.995
H -1.019 -1.277 -2.348
H -0.616 -1.236 1.280
H -0.126 1.836 -0.241
H -0.251 1.937 1.560
H 1.743 0.366 1.737
H 1.837 0.326 -0.081

Properties
Frontier orbital gap = 0.38581 Ha
E_LUMO = 0.87 eV
Charge = 0
SMILES = NC(=O)C1CC1

---

Run D
Entry from the OMol25 dataset: an isolated molecule of C4H7NO (ωB97M-V/def2-TZVPD).

Atoms and positions in Å:
N 2.175 -0.225 0.109
C 1.118 0.476 -0.359
O 0.973 1.463 -1.066
C -0.093 -0.214 0.173
C -1.358 -0.362 -0.637
C -1.348 0.523 0.573
H 1.569 -1.058 0.737
H 3.111 0.129 -0.187
H 0.327 -1.218 0.899
H -1.445 0.085 -1.633
H -1.808 -1.343 -0.542
H -1.791 0.137 1.483
H -1.429 1.608 0.451

Properties
Frontier orbital gap = 0.37752 Ha
E_LUMO = 0.67 eV
Charge = 0
SMILES = NC(=O)C1CC1

---

Quick one: least stable of them? run D

---

Run A
Entry from the OMol25 dataset: an isolated molecule of C4H7NO (ωB97M-V/def2-TZVPD).

Atoms and positions in Å:
C 0.744 -0.582 0.418
C -1.227 -1.324 0.087
O -0.843 0.161 0.499
C -0.765 1.073 -0.511
N 0.389 1.488 -0.823
C 1.339 0.791 0.047
H 0.889 -0.932 1.434
H 1.002 -1.342 -0.312
H -1.495 -1.229 -0.976
H -2.135 -1.516 0.669
H -1.699 1.346 -1.003
H 1.511 1.392 0.947
H 2.293 0.672 -0.475

Properties
Frontier orbital gap = 0.30257 Ha
E_LUMO = 0.76 eV
Charge = 0

---

Run B
Entry from the OMol25 dataset: an isolated molecule of C4H7NO (ωB97M-V/def2-TZVPD).

Atoms and positions in Å:
O -1.731 1.169 1.768
C -1.350 1.154 0.636
N -0.701 -0.013 0.057
C 0.408 -0.781 0.779
C 0.806 -1.253 -0.610
C 0.284 0.083 -1.098
H -1.477 1.976 -0.088
H 1.007 0.024 1.267
H 0.021 -1.454 1.551
H 1.863 -1.468 -0.782
H -1.347 -0.766 -0.226
H -0.198 0.211 -2.075
H 0.859 1.012 -0.853

Properties
Frontier orbital gap = 0.24500 Ha
E_LUMO = 0.06 eV
Charge = 0

---

Run C
Entry from the OMol25 dataset: an isolated molecule of C4H7NO (ωB97M-V/def2-TZVPD).

Atoms and positions in Å:
C 0.597 1.210 1.261
C 0.869 0.420 -0.004
O 0.212 -0.836 0.157
C -0.437 -1.359 -0.961
C -1.361 -0.383 -1.587
N -2.035 0.428 -2.061
H 0.881 0.614 2.133
H 1.154 2.151 1.276
H -0.473 1.430 1.331
H 1.943 0.256 -0.164
H 0.476 0.955 -0.878
H -1.018 -2.216 -0.607
H 0.256 -1.716 -1.738

Properties
Frontier orbital gap = 0.42445 Ha
E_LUMO = 0.87 eV
Charge = 0
SMILES = CCOCC#N

---

Quick one: least stable of them? run A

---

Run A
Entry from the OMol25 dataset: an isolated molecule of C4H7NO (ωB97M-V/def2-TZVPD).

Atoms and positions in Å:
O 1.078 -0.538 1.484
C 0.293 -0.212 0.328
C 0.072 -1.677 0.217
N -0.816 0.740 -1.099
C -0.908 0.708 0.403
C 0.661 0.528 -0.951
H 1.881 -0.995 1.186
H -1.151 -0.178 -1.406
H -0.871 -1.869 0.771
H -0.697 1.714 0.784
H -1.831 0.317 0.843
H 1.144 -0.037 -1.752
H 1.146 1.499 -0.808

Properties
Frontier orbital gap = 0.32845 Ha
E_LUMO = -0.03 eV
Charge = 0

---

Run B
Entry from the OMol25 dataset: a cluster of 2 separate species, C4H7NO in total (ωB97M-V/def2-TZVPD).

Atoms and positions in Å:
O 2.258 -1.196 1.163
C 0.918 0.741 -0.250
C -0.123 -0.011 -0.596
C -1.400 -0.063 0.212
C -2.418 0.749 -0.465
N -3.173 1.409 -1.041
H 2.910 -1.188 0.452
H 1.817 0.791 -0.857
H 0.929 1.313 0.674
H 1.416 -1.214 0.690
H -0.116 -0.578 -1.525
H -1.238 0.333 1.222
H -1.780 -1.086 0.321

Properties
Frontier orbital gap = 0.41223 Ha
E_LUMO = 0.67 eV
Charge = 0
SMILES = C=CCC#N.O

---

Run C
Entry from the OMol25 dataset: an isolated molecule of C4H7NO (ωB97M-V/def2-TZVPD).

Atoms and positions in Å:
C -2.174 -0.120 -0.094
C 0.805 -1.283 0.454
C 0.298 0.006 -0.065
C 1.105 1.223 -0.185
N -1.172 0.484 0.318
O 0.572 -1.135 -0.884
H -3.137 0.424 0.008
H -2.136 -1.007 -0.706
H 1.843 -1.163 0.853
H 0.157 -2.050 1.006
H 2.052 1.458 0.318
H 0.337 1.852 0.213
H 1.450 1.312 -1.236

Properties
Frontier orbital gap = 0.40325 Ha
E_LUMO = 1.10 eV
Charge = 0
SMILES = C=N[C@@]1(C)CO1

---

Quick one: least stable of them? run A

---

Run A
Entry from the OMol25 dataset: an isolated molecule of C4H7NO (ωB97M-V/def2-TZVPD).

Atoms and positions in Å:
O 3.059 -1.388 -0.155
C 2.119 -0.686 -0.434
N 0.822 -0.793 0.102
C -0.110 0.237 -0.315
C -1.057 0.536 0.900
C -1.542 -0.022 -0.419
H 2.233 0.137 -1.181
H 0.521 -0.253 0.994
H 0.336 1.108 -0.788
H -1.165 -0.181 1.731
H -1.204 1.569 1.186
H -2.106 0.655 -1.038
H -1.855 -1.059 -0.396

Properties
Frontier orbital gap = 0.38930 Ha
E_LUMO = 0.98 eV
Charge = 0
SMILES = O=CNC1CC1

---

Run B
Entry from the OMol25 dataset: an isolated molecule of C4H7NO (ωB97M-V/def2-TZVPD).

Atoms and positions in Å:
C -1.234 -0.139 -2.090
O -1.477 -0.487 -0.741
C -0.732 0.246 0.168
C 2.093 -0.167 2.237
C 1.347 -0.160 1.158
N 0.678 -0.158 0.134
H -0.193 0.171 -2.247
H -1.434 -1.034 -2.686
H -1.909 0.670 -2.409
H -1.169 0.062 1.154
H -0.760 1.325 -0.051
H 2.142 -1.054 2.860
H 2.648 0.724 2.512

Properties
Frontier orbital gap = 0.36853 Ha
E_LUMO = 1.00 eV
Charge = 0
SMILES = C=C=NCOC

---

Quick one: least stable of them? run A